Entry 1:
C6H7NS | ωB97M-V/def2-TZVPD

Element x y z (Å)
1 C -3.479 -0.267 0.002
2 C -2.004 -0.088 -0.005
3 C -1.017 -1.015 0.000
4 C 0.240 -0.264 0.000
5 C 1.484 -0.787 0.004
6 S 3.025 0.038 -0.001
7 C -0.197 1.136 0.001
8 N -1.486 1.240 -0.002
9 H -3.964 0.202 0.881
10 H -3.773 -1.357 -0.002
11 H -3.923 0.201 -0.880
12 H -1.089 -2.075 0.017
13 H 1.609 -1.848 -0.018
14 H 2.548 1.277 0.020
15 H 0.436 2.022 0.000

The calculation puts the orbital gap at 8.110 eV. As for the multiplicity: 1. The net charge is 0. Its SMILES is CC1=C/C(=C/S)C=N1.

---

Entry 2:
CH2N2O2S | ωB97M-V/def2-TZVPD

Element x y z (Å)
1 C 1.491 1.531 0.121
2 N 0.576 -2.302 0.408
3 N 1.355 -1.638 0.001
4 O 1.467 1.730 -1.026
5 O 1.447 1.278 1.250
6 S -1.709 0.186 0.163
7 H -2.326 0.241 -1.033
8 H -2.302 -1.027 0.116

The calculation puts the orbital gap (spin up / spin down) at 5.188 / 9.617 eV. As for the multiplicity: 3. The net charge is 0. As for the expectation value of S²: 2.00.

---

Entry 3:
C41H32BrN4O9PPt | ωB97M-V/def2-TZVPD

Element x y z (Å)
1 Pt -0.233 0.083 -0.172
2 O -0.708 3.069 1.563
3 C -0.229 2.352 2.608
4 C -0.936 2.409 3.806
5 C -0.495 1.712 4.915
6 C 0.664 0.951 4.851
7 C 1.365 0.894 3.660
8 C 0.939 1.572 2.524
9 C 1.756 1.514 1.247
10 O 0.989 1.787 0.134
11 N 2.439 0.211 1.188
12 N 1.484 -0.748 0.758
13 C 1.344 -1.755 1.541
14 C 0.437 -2.853 1.216
15 Br -0.124 -2.957 -0.604
16 C -0.062 -3.758 2.071
17 C 0.207 -3.957 3.505
18 C 1.438 -3.737 4.123
19 C 1.588 -3.950 5.483
20 C 0.517 -4.396 6.245
21 C -0.701 -4.651 5.636
22 C -0.850 -4.441 4.276
23 H -0.156 2.796 0.782
24 H -1.835 3.003 3.838
25 H -1.058 1.761 5.835
26 H 1.010 0.406 5.716
27 H 2.276 0.312 3.598
28 H 2.594 2.232 1.284
29 H 3.086 0.295 0.391
30 H 1.895 -1.773 2.472
31 H -0.820 -4.418 1.665
32 H 2.297 -3.442 3.543
33 H 2.547 -3.771 5.949
34 H 0.636 -4.553 7.307
35 H -1.536 -5.010 6.221
36 H -1.803 -4.633 3.802
37 O -2.612 -1.564 0.850
38 C -2.147 -0.918 1.765
39 O -1.172 -0.113 1.729
40 C -2.709 -1.066 3.160
41 C -4.018 -1.496 3.332
42 C -4.494 -1.668 4.618
43 C -3.719 -1.458 5.745
44 C -2.424 -1.032 5.524
45 C -1.905 -0.810 4.264
46 N -1.552 -0.822 6.691
47 O -1.992 -1.134 7.773
48 O -0.445 -0.385 6.484
49 N -5.882 -2.115 4.808
50 O -6.572 -2.208 3.824
51 O -6.234 -2.360 5.935
52 H -4.639 -1.707 2.475
53 H -4.105 -1.622 6.742
54 H -0.897 -0.438 4.138
55 O -2.015 0.973 -1.104
56 P -1.703 1.571 -2.457
57 C 0.045 1.408 -2.849
58 C 0.548 0.116 -3.024
59 C 1.909 -0.084 -3.184
60 C 2.768 1.007 -3.196
61 C 2.270 2.291 -3.046
62 C 0.911 2.494 -2.863
63 C -2.590 0.710 -3.758
64 C -2.194 0.761 -5.091
65 C -2.928 0.091 -6.054
66 C -4.048 -0.641 -5.684
67 C -4.434 -0.709 -4.355
68 C -3.707 -0.033 -3.388
69 C -2.094 3.316 -2.477
70 C -2.196 3.947 -1.240
71 C -2.431 5.313 -1.186
72 C -2.567 6.038 -2.357
73 C -2.472 5.408 -3.591
74 C -2.235 4.047 -3.653
75 H -0.129 -0.733 -3.059
76 H 2.294 -1.086 -3.302
77 H 3.828 0.854 -3.329
78 H 2.943 3.135 -3.049
79 H 0.530 3.494 -2.703
80 H -1.302 1.303 -5.376
81 H -2.621 0.126 -7.088
82 H -4.617 -1.168 -6.437
83 H -5.296 -1.293 -4.069
84 H -3.983 -0.095 -2.344
85 H -2.084 3.376 -0.331
86 H -2.503 5.803 -0.228
87 H -2.751 7.102 -2.313
88 H -2.586 5.977 -4.502
89 H -2.169 3.557 -4.615

The calculation puts the orbital gap (spin up / spin down) at 6.788 / 6.789 eV. As for the multiplicity: 3. The net charge is 0. As for the expectation value of S²: 2.01.

---

Entry 4:
C12H26N6O3RuS | ωB97M-V/def2-TZVPD

Element x y z (Å)
1 Ru -0.297 -1.280 0.273
2 C 1.206 -3.741 3.457
3 C 1.080 -2.777 2.327
4 N -0.129 -2.219 2.038
5 O -1.101 -2.615 2.893
6 C 2.115 -2.388 1.494
7 C 3.525 -2.853 1.593
8 N 1.750 -1.555 0.427
9 O 2.611 -0.792 -0.134
10 H 0.485 -4.550 3.341
11 H 0.974 -3.241 4.398
12 H 2.206 -4.161 3.499
13 H -1.936 -2.507 2.409
14 H 3.916 -2.728 2.602
15 H 4.131 -2.290 0.889
16 H 3.589 -3.914 1.338
17 N -3.070 -2.747 0.115
18 C -2.092 -2.130 0.051
19 C 0.604 1.975 3.103
20 S -1.038 1.355 2.648
21 C -1.814 2.951 2.316
22 O -0.838 0.761 1.269
23 H 1.085 2.282 2.176
24 H 1.153 1.155 3.561
25 H 0.523 2.802 3.806
26 H -1.901 3.504 3.251
27 H -2.803 2.753 1.909
28 H -1.208 3.493 1.592
29 C -2.542 -0.479 -2.635
30 N -1.700 0.704 -2.679
31 C -2.378 1.935 -3.051
32 C -0.425 0.693 -2.260
33 N 0.083 -0.247 -1.475
34 N 0.364 1.717 -2.706
35 C 1.594 2.024 -1.994
36 C 0.350 2.077 -4.123
37 H -3.181 -0.487 -3.519
38 H -3.177 -0.490 -1.750
39 H -1.925 -1.370 -2.643
40 H -3.331 1.982 -2.522
41 H -2.580 1.970 -4.124
42 H -1.780 2.798 -2.774
43 H 1.099 -0.206 -1.492
44 H 2.438 1.410 -2.327
45 H 1.449 1.875 -0.926
46 H 1.844 3.070 -2.166
47 H -0.351 1.445 -4.663
48 H 1.345 1.913 -4.542
49 H 0.077 3.123 -4.272

The calculation puts the orbital gap (spin up / spin down) at 8.020 / 6.918 eV. As for the multiplicity: 6. The net charge is +1. As for the expectation value of S²: 8.78.

---

Entry 5:
C11H19F3N4OS2SiTa | ωB97M-V/def2-TZVPD

Element x y z (Å)
1 Ta 0.275 0.168 -0.264
2 N -1.534 1.477 5.216
3 C -0.993 0.588 4.400
4 C -0.806 0.831 3.000
5 N -0.250 -0.093 2.232
6 C 0.152 -1.262 2.747
7 C -0.034 -1.485 4.115
8 N -0.585 -0.590 4.889
9 H -1.837 2.391 4.924
10 H -1.625 1.252 6.197
11 H -1.099 1.784 2.579
12 H 0.610 -2.003 2.107
13 H 0.295 -2.415 4.564
14 S -1.459 -0.784 -1.912
15 C -2.851 0.253 -2.027
16 N -3.841 -0.032 -2.819
17 C -5.007 0.852 -2.793
18 C -4.628 2.105 -1.993
19 S -3.061 1.699 -1.127
20 H -3.868 -0.867 -3.398
21 H -5.849 0.324 -2.339
22 H -5.283 1.108 -3.816
23 H -5.375 2.367 -1.247
24 H -4.443 2.971 -2.625
25 F 1.789 2.547 0.439
26 C 0.876 2.229 -0.460
27 F 1.275 2.528 -1.684
28 F -0.270 2.903 -0.182
29 C 2.848 -3.216 -1.359
30 Si 3.299 -1.394 -1.190
31 C 3.354 -0.411 -2.809
32 C 4.666 -0.976 0.033
33 O 1.817 -0.676 -0.545
34 H 3.366 -3.609 -2.235
35 H 1.781 -3.400 -1.490
36 H 3.199 -3.790 -0.501
37 H 4.369 -0.493 -3.200
38 H 3.131 0.649 -2.681
39 H 2.685 -0.823 -3.564
40 H 5.536 -1.587 -0.214
41 H 4.401 -1.192 1.068
42 H 4.972 0.069 -0.032

The calculation puts the orbital gap at 4.617 eV. As for the multiplicity: 1. The net charge is +3.

---

Entry 6:
C18H13N7O2S | ωB97M-V/def2-TZVPD

Element x y z (Å)
1 C 3.134 -5.879 -1.787
2 C 1.866 -6.362 -1.504
3 C 0.833 -5.484 -1.242
4 C 1.066 -4.116 -1.248
5 C 2.350 -3.628 -1.494
6 C 3.378 -4.519 -1.777
7 O 2.631 -2.283 -1.468
8 C 1.647 -1.521 -0.824
9 C 0.250 -1.927 -1.337
10 C -0.814 -1.124 -0.686
11 N -1.081 0.097 -0.960
12 N -2.064 0.529 -0.169
13 C -2.776 1.673 0.035
14 C -2.518 2.958 -0.668
15 N -1.291 3.536 -0.188
16 N -0.212 3.674 -0.972
17 N 0.754 4.162 -0.316
18 C 0.358 4.371 0.973
19 C 1.024 4.880 2.088
20 C 0.312 4.948 3.262
21 C -1.023 4.525 3.350
22 C -1.704 4.021 2.265
23 C -0.992 3.954 1.074
24 N -3.638 1.458 0.994
25 N -3.536 0.198 1.438
26 C -2.588 -0.365 0.743
27 S -1.767 -1.876 0.592
28 O -0.002 -3.275 -1.019
29 H 3.939 -6.563 -2.007
30 H 1.678 -7.424 -1.498
31 H -0.167 -5.832 -1.034
32 H 4.357 -4.118 -1.980
33 H 1.852 -0.473 -1.047
34 H 1.682 -1.688 0.263
35 H 0.228 -1.773 -2.428
36 H -3.356 3.634 -0.479
37 H -2.392 2.793 -1.742
38 H 2.049 5.202 2.015
39 H 0.788 5.336 4.150
40 H -1.528 4.597 4.302
41 H -2.727 3.684 2.331

The calculation puts the orbital gap at 9.264 eV. As for the multiplicity: 1. The net charge is 0. Its SMILES is c1ccc2c(c1)OC[C@H](c1nn3c(Cn4nnc5ccccc54)nnc3s1)O2.

---

Entry 7:
C5H4N2O2 | ωB97M-V/def2-TZVPD

Element x y z (Å)
1 C 2.320 -2.469 1.413
2 C 1.534 -1.683 1.965
3 C 0.305 -0.766 2.324
4 N -0.622 -0.221 1.428
5 N -0.541 -0.192 0.106
6 C -0.987 1.164 -0.013
7 O -1.261 1.680 -1.306
8 C -0.622 1.280 -2.497
9 O 0.232 0.464 -2.649
10 H 3.177 -2.807 0.693
11 H 0.235 -0.560 3.464
12 H -1.095 2.041 0.924
13 H -1.247 1.908 -3.340

The calculation puts the orbital gap at 8.371 eV. As for the multiplicity: 1. The net charge is 0. Its SMILES is C#C/C=N\N=C\OC=O.

---

Entry 8:
C2H9O3 | ωB97M-V/def2-TZVPD

Element x y z (Å)
1 C 1.210 0.227 -0.766
2 O 0.139 1.110 -0.539
3 C 0.957 -0.799 -1.879
4 H 1.361 -0.386 0.153
5 H 1.967 0.856 -0.946
6 H 1.839 -1.211 -2.316
7 H 0.549 -0.252 -2.766
8 H 0.347 -1.672 -1.725
9 H -1.908 0.195 2.415
10 H -1.864 1.650 2.617
11 O -2.398 0.968 2.902
12 H -1.119 -0.921 0.856
13 H -0.374 0.525 0.536
14 O -0.705 -0.290 1.457

The calculation puts the orbital gap at 8.453 eV. As for the multiplicity: 1. The net charge is -1.